A structure of composition C30H53BrHgN4P2 in a non-equilibrium geometry. Source: the Open Molecules 2025 dataset; level of theory: wB97M-V/def2-TZVPD.

Structure (XYZ):
```
91
Properties=species:S:1:pos:R:3:forces:R:3
N 1.115174 -5.385669 -2.541676 0.0 -0.3 0.1
C -0.136130 -5.108342 -2.169406 0.3 0.7 -0.4
C -0.782007 -3.923629 -2.549060 0.6 -0.1 -0.4
C -0.100081 -3.002278 -3.377116 0.8 -1.1 -0.1
C 1.246922 -3.288573 -3.708178 -0.2 -0.7 0.4
C 1.789979 -4.513580 -3.294861 -0.5 0.7 0.1
C -0.748604 -1.784781 -3.814133 0.4 1.3 -1.0
Hg 0.446356 0.443533 0.500920 0.1 -0.4 0.8
P -0.386747 2.754368 0.830384 0.0 0.0 -0.4
C -0.074930 -0.701874 -4.331537 -0.5 -1.2 0.5
C -0.493933 0.674679 -4.108075 -0.9 0.9 0.0
C 0.382517 1.760895 -4.366306 -0.3 -0.7 0.1
C 0.035227 3.056953 -4.014052 -0.6 0.1 0.4
C -1.194011 3.280639 -3.382661 0.0 0.6 -0.4
C -2.101354 2.251835 -3.151693 0.1 -0.3 0.0
C -1.750745 0.943913 -3.500058 0.6 0.6 -0.1
Br -1.671375 5.103389 -2.877079 0.3 -0.8 -0.8
H -1.841747 -1.783519 -3.744214 0.4 0.4 0.7
H 0.876283 -0.830004 -4.856700 0.1 0.0 0.7
H -1.794877 -3.729637 -2.207979 0.0 0.0 -0.3
H 1.879207 -2.593011 -4.262376 -0.3 -0.3 0.0
H -0.650969 -5.856260 -1.562219 0.2 0.2 -0.1
H 2.811496 -4.788116 -3.578222 -0.4 0.0 0.1
H 1.355458 1.566881 -4.826453 -0.3 0.1 0.1
H -2.446106 0.133068 -3.276227 0.2 0.3 -0.1
H 0.685164 3.899953 -4.199776 0.1 -0.1 -0.1
H -3.066205 2.470751 -2.696484 0.2 -0.1 -0.1
P 2.809612 -0.501473 0.535468 0.4 -0.3 -0.2
C -2.209951 2.733701 0.639434 -0.1 -0.2 0.0
C -2.884833 4.055027 0.297590 -0.2 0.4 -0.2
H -2.630773 2.306948 1.567651 0.3 0.1 -0.3
H -2.424953 2.006547 -0.162736 0.2 0.1 0.3
H -3.973685 3.915280 0.287714 0.2 0.0 0.1
H -2.655777 4.857416 1.009042 -0.1 -0.2 -0.1
H -2.602224 4.389698 -0.711568 -0.1 -0.1 0.6
C 0.449885 3.780234 -0.431559 0.0 -0.1 -0.4
C 0.581792 5.283750 -0.176237 0.0 0.2 0.2
H -0.119367 3.608531 -1.354491 0.2 0.0 0.2
H 1.452033 3.344774 -0.601858 -0.4 0.1 0.1
H 0.922124 5.762493 -1.103754 -0.1 -0.1 0.3
H -0.366918 5.761184 0.107185 0.3 -0.2 -0.1
H 1.331286 5.501612 0.596225 -0.2 0.0 -0.1
C 0.128971 3.424803 2.451523 0.2 -0.5 0.3
C -0.869882 4.365985 3.122784 -0.1 0.3 0.2
H 1.102271 3.922604 2.307797 -0.3 -0.2 -0.1
H 0.315365 2.552021 3.101091 -0.1 0.3 -0.1
H -0.489478 4.618082 4.122676 -0.2 0.0 -0.3
H -1.001200 5.309246 2.571545 0.1 -0.4 0.1
H -1.852042 3.886897 3.242213 0.3 0.2 0.0
C 3.409921 -0.985191 2.201146 -0.2 -0.1 0.1
C 3.045219 -0.000059 3.317493 0.0 0.1 0.1
H 4.504683 -1.118441 2.143209 -0.4 0.1 -0.1
H 2.985078 -1.974968 2.421636 0.1 0.3 -0.1
H 3.463323 -0.351430 4.270267 -0.1 0.1 -0.3
H 3.442770 1.004438 3.125088 0.0 -0.2 0.1
H 1.956678 0.082835 3.450012 0.2 -0.1 -0.1
C 3.937246 0.847558 0.007934 -0.2 0.1 0.3
C 3.774453 1.294084 -1.443779 0.1 0.0 -0.2
H 4.965144 0.504328 0.200067 -0.3 0.0 0.0
H 3.751056 1.687388 0.691783 0.1 -0.1 -0.1
H 4.364624 2.199101 -1.620381 -0.1 -0.2 0.0
H 4.129041 0.532852 -2.144386 -0.1 0.1 0.1
H 2.735710 1.526897 -1.702530 0.0 0.0 0.1
C 3.204679 -1.892545 -0.586525 0.0 0.0 -0.4
C 2.823477 -3.288187 -0.094170 -0.2 -0.2 0.1
H 4.284013 -1.848721 -0.813434 -0.3 0.1 0.2
H 2.678451 -1.684271 -1.529832 0.2 0.0 0.1
H 3.247829 -4.047571 -0.763406 -0.1 0.2 0.2
H 3.197467 -3.487030 0.914683 0.0 0.0 -0.2
H 1.734821 -3.434660 -0.092148 0.2 0.1 0.0
C -3.116059 -3.682253 0.461937 0.1 0.2 -0.1
N -2.704841 -3.242751 1.781623 0.5 0.7 -0.1
C -2.435144 -4.347426 2.698264 -0.2 -0.2 0.1
C -1.991536 -2.052725 1.953567 -0.1 -0.7 0.0
N -1.344430 -1.415384 1.003917 0.1 0.5 -0.5
N -2.003468 -1.565398 3.225641 -0.1 0.0 -0.6
C -3.078392 -1.918070 4.152030 -0.1 0.2 0.5
C -1.371674 -0.282921 3.443578 0.1 0.2 0.1
H -3.983295 -4.343127 0.576386 0.2 0.1 -0.1
H -2.325486 -4.233687 -0.069861 -0.1 0.1 0.1
H -3.422922 -2.815909 -0.130646 0.0 -0.2 0.0
H -2.020477 -3.971679 3.632947 0.0 -0.3 -0.2
H -3.378962 -4.874237 2.905101 0.3 0.1 0.0
H -1.722286 -5.061962 2.256032 -0.2 0.2 0.1
H -1.451890 -1.878613 0.105586 0.1 -0.2 0.3
H -2.667827 -2.495022 4.992930 -0.3 0.2 -0.1
H -3.509037 -0.984107 4.537308 0.0 -0.3 0.0
H -3.870159 -2.497929 3.662086 0.3 0.3 0.1
H -0.304509 -0.328565 3.180818 -0.2 0.0 0.2
H -1.845367 0.499410 2.825620 0.1 -0.1 0.2
H -1.484146 -0.010995 4.499913 0.2 -0.1 -0.3
```
Forces are in eV/Å.

The largest force on an atom is 0.0332 hartree/bohr. The calculation puts the highest occupied orbital energy at -12.62 eV. The total energy comes out at -130711.699 eV. The lowest unoccupied orbital energy comes out at -0.2257 hartree. Its net charge is +2.

A cluster of 5 separate species, C30H53F2N3O11P in total in a non-equilibrium geometry. Source: the Open Molecules 2025 dataset; level of theory: wB97M-V/def2-TZVPD.

Structure (XYZ):
```
100
Properties=species:S:1:pos:R:3:forces:R:3
C -5.908696 -2.105505 2.131221 1.9 0.6 0.4
C -4.417221 -1.580708 2.312654 -0.4 0.8 -1.3
C -4.113479 -0.604906 1.088179 0.1 -1.2 0.6
O -2.659166 -0.433921 1.053085 -0.1 1.2 0.5
C -2.325193 0.836377 1.601480 0.7 0.7 -1.0
C -0.770636 0.954768 1.757679 0.4 0.7 1.7
N 0.000576 0.325685 0.806553 1.1 1.2 1.5
C 1.399757 0.374173 0.798758 1.2 0.1 0.8
C 2.066499 -0.428348 -0.369081 -1.4 0.1 0.0
C 2.197097 0.573400 -1.594031 0.8 0.1 0.3
C 3.315645 0.185775 -2.637861 0.3 0.3 0.0
C 3.870703 1.475681 -3.395691 -0.1 -0.8 -0.5
C 2.727568 2.423416 -3.938989 0.7 -0.8 -1.0
O 2.209937 3.346252 -2.976887 0.7 0.2 -1.1
C 2.844674 4.631936 -3.050630 -0.1 1.3 1.5
C 4.000581 4.798228 -1.952379 -0.2 0.1 -0.3
C 2.160041 1.120794 1.822227 -3.9 -0.8 -1.0
P 4.004289 1.216714 1.840443 3.4 1.4 0.9
O 4.512616 2.601722 2.097386 -1.6 -1.6 0.1
O 4.514807 0.182923 3.049729 -1.1 0.9 -3.0
O 4.728276 0.685756 0.457148 -1.5 -0.3 1.2
C 1.329833 1.787143 2.888088 0.5 0.0 -0.2
N 1.952263 2.504188 3.951916 -0.2 -2.2 -0.9
C -0.152051 1.702641 2.866035 0.5 -2.1 -3.3
N -1.066618 2.293019 3.826693 0.9 -1.5 -0.1
C -0.758518 1.967626 5.194105 0.0 2.1 1.7
O -0.528087 2.863049 5.946929 -0.4 -0.9 -0.1
F -0.741715 0.691370 5.679535 -0.2 1.0 -2.1
C -1.272177 3.717209 3.621399 -0.8 1.6 0.8
O -0.445174 4.536597 3.474386 -0.1 -0.7 -0.4
F -2.602484 4.109687 3.648329 1.7 -1.6 0.1
H -6.577492 -1.204255 2.141180 0.4 -1.2 0.1
H -6.121862 -2.807006 2.978260 -0.2 0.6 -1.0
H -5.954305 -2.599571 1.124971 -0.2 0.3 1.2
H -4.246642 -1.001752 3.259552 -0.3 -0.6 -0.7
H -3.641677 -2.389211 2.252752 -0.8 0.6 0.1
H -4.394140 -1.073800 0.100987 0.2 0.5 1.1
H -4.624973 0.389030 1.188808 0.4 -0.9 -0.1
H -2.862282 1.107220 2.547930 0.7 -0.5 -0.7
H -2.621079 1.616715 0.825055 0.4 -0.5 0.9
H -0.483590 -0.207945 0.075244 0.2 0.0 0.4
H 3.016876 -0.936408 -0.070915 -0.7 0.8 -0.2
H 1.342389 -1.250791 -0.651294 1.0 0.9 0.4
H 1.189306 0.627230 -2.102592 1.1 0.3 0.6
H 2.485072 1.584434 -1.173809 -0.6 -1.0 -0.6
H 2.928268 -0.584824 -3.371349 0.3 1.0 0.7
H 4.206834 -0.287889 -2.138332 -1.0 0.3 -0.2
H 4.647207 2.020962 -2.778729 -1.1 -0.4 -0.5
H 4.443803 1.083183 -4.292210 -0.6 0.5 0.9
H 1.876445 1.769103 -4.306428 0.8 0.7 0.6
H 3.142285 2.931443 -4.878820 -0.6 -0.3 1.4
H 3.184124 4.906891 -4.084544 -0.1 -0.6 0.9
H 2.064694 5.403786 -2.768492 0.6 -1.0 -0.4
H 3.763327 5.613626 -1.210845 0.1 -0.8 -0.9
H 4.955644 5.084593 -2.467690 -0.7 -0.5 0.7
H 4.105796 3.856448 -1.339207 0.0 0.9 -0.8
H 4.748830 -0.668403 2.614322 -0.1 0.2 0.9
H 5.358752 1.341981 0.103946 -0.4 0.0 0.5
H 1.790704 1.974970 4.824904 -0.3 0.9 -0.2
H 2.974699 2.516479 3.846552 -0.3 0.4 -0.3
C -8.256731 -5.232717 1.406394 0.3 0.2 0.0
C -8.967913 -3.915298 1.583170 0.0 0.4 0.0
O -8.362990 -2.863293 1.556649 -0.6 -0.4 -0.1
C -10.458841 -3.957582 1.793962 0.0 0.3 0.0
H -7.190482 -5.052062 1.264270 -0.1 0.0 0.0
H -8.391737 -5.850713 2.295987 -0.1 -0.1 -0.1
H -8.644641 -5.749808 0.526905 -0.1 -0.1 0.1
H -10.690881 -4.519509 2.700687 -0.1 -0.2 -0.1
H -10.943610 -4.418579 0.931321 0.0 -0.2 0.1
H -10.836733 -2.941075 1.905939 0.1 -0.1 0.0
C 2.592243 -4.133122 4.580989 0.3 0.0 0.0
C 2.896923 -2.681132 4.323316 0.4 0.0 0.0
O 4.031878 -2.297509 4.134252 -0.3 -0.2 -0.1
C 1.733499 -1.720955 4.309843 0.1 0.3 -0.1
H 3.519831 -4.705450 4.562251 -0.1 0.1 0.0
H 2.129539 -4.247865 5.563041 -0.2 0.0 -0.1
H 1.927441 -4.517238 3.804634 -0.2 0.0 0.1
H 1.232937 -1.729004 5.280037 -0.2 -0.1 -0.1
H 1.030322 -1.998626 3.520931 -0.1 -0.1 0.2
H 2.101328 -0.712578 4.113238 0.1 -0.1 0.0
C 0.430226 -5.410286 -0.804441 0.4 0.2 0.0
C -0.237065 -4.076447 -0.607559 0.1 0.1 0.0
O 0.399331 -3.039480 -0.644393 -0.3 -0.2 0.1
C -1.722878 -4.074246 -0.363263 0.0 0.4 0.0
H 1.497434 -5.260089 -0.970071 -0.1 0.0 0.0
H 0.297199 -6.027585 0.085921 -0.2 -0.1 -0.1
H 0.007597 -5.912119 -1.676602 -0.1 -0.1 0.2
H -1.950845 -4.632591 0.546615 -0.1 -0.2 -0.1
H -2.240331 -4.517171 -1.216107 0.0 -0.2 0.1
H -2.068329 -3.046530 -0.239139 0.0 -0.1 0.0
C 3.625545 3.150986 -9.063166 0.2 -0.2 0.2
C 3.707280 4.307899 -8.101302 0.2 0.0 0.3
O 4.240771 4.191064 -7.017426 -0.2 0.0 -0.1
C 3.100460 5.615527 -8.538968 0.1 0.1 0.3
H 4.101416 2.276641 -8.617996 0.0 0.1 0.0
H 2.580576 2.913430 -9.271477 0.0 0.1 -0.2
H 4.146510 3.399754 -9.989471 -0.2 0.0 -0.1
H 2.032373 5.486571 -8.724129 0.1 0.0 -0.2
H 3.598388 5.972928 -9.442182 -0.2 -0.1 -0.1
H 3.231998 6.356876 -7.750276 0.0 -0.1 -0.1
```
Forces are in eV/Å.

The largest force on an atom is 0.0790 hartree/bohr. The calculation puts the highest occupied orbital energy at -11.21 eV. The total energy comes out at -73679.785 eV. The lowest unoccupied orbital energy comes out at -0.1396 hartree. Its net charge is +1.